{
  "formula": "C6H11NO2",
  "method": "the ωB97M-V functional and the def2-TZVPD basis",
  "lumo_energy_ev": 0.67,
  "smiles": "CNC(C)=O.CC#CO",
  "homo_lumo_gap_ev": 9.0684,
  "e_homo_ev": -8.3945,
  "charge": 0,
  "symbols": ["C", "C", "C", "N", "C", "C", "C", "O", "O", "H", "H", "H", "H", "H", "H", "H", "H", "H", "H", "H"],
  "coordinates": [[0.94624, 2.15816, -0.48311], [-0.62762, -0.18266, -3.00651], [-1.28914, -1.89595, 3.41755], [0.08517, 1.48696, -1.43121], [0.62486, -0.86968, 1.92756], [0.14466, 0.16113, -1.74966], [-0.34910, -1.34170, 2.45568], [1.76389, -0.47687, 1.42330], [0.95501, -0.60535, -1.25558], [1.75231, -0.60622, 0.45213], [-0.41916, 2.09839, -2.05658], [0.33652, 2.59561, 0.31140], [1.68734, 1.45573, -0.11005], [1.49065, 2.97818, -0.95354], [-1.68087, 0.05938, -2.87834], [-0.26659, 0.39010, -3.85897], [-0.50412, -1.23790, -3.23135], [-0.79343, -2.54423, 4.14112], [-1.81628, -1.11961, 3.97451], [-2.04035, -2.50346, 2.91166]],
  "atomic_forces_ev_per_a": [[0.0070, 0.1238, 0.1255], [-0.4200, -0.3139, 0.3387], [-0.6576, -0.2398, -0.0978], [-0.2620, -0.1109, -0.1919], [-0.3533, -0.6848, 0.2425], [1.2222, 1.2830, -1.3242], [0.9673, 0.5929, 0.1838], [0.1232, 0.1943, -0.2773], [-0.2261, -0.3822, 0.6756], [-0.2602, 0.0055, -0.1043], [-0.1528, -0.3420, 0.1095], [0.2873, -0.2469, 0.2085], [-0.2302, 0.1071, 0.2301], [-0.0440, -0.0343, -0.2020], [-0.1309, -0.1079, -0.0518], [0.1797, 0.1117, 0.0922], [-0.0925, -0.0143, 0.0900], [0.1210, 0.0421, -0.0519], [0.0185, 0.0278, -0.0521], [-0.0965, -0.0110, 0.0568]],
  "nbo_charge": [-0.420, -0.710, -0.663, -0.605, 0.314, 0.697, -0.181, -0.687, -0.661, 0.528, 0.389, 0.204, 0.231, 0.196, 0.227, 0.230, 0.244, 0.224, 0.222, 0.222]
}

{
  "formula": "C4H7NSSi",
  "method": "the ωB97M-V functional and the def2-TZVPD basis",
  "lumo_energy_ev": 0.81,
  "smiles": "Cc1csnc1[SiH3]",
  "homo_lumo_gap_ev": 9.3964,
  "e_homo_ev": -8.5824,
  "charge": 0,
  "symbols": ["C", "C", "C", "C", "N", "Si", "S", "H", "H", "H", "H", "H", "H", "H"],
  "coordinates": [[1.43734, -1.06798, 1.23293], [0.28897, -0.41432, 0.83734], [0.49269, -0.26795, -0.96606], [-0.67558, 0.51119, 1.53920], [1.49994, -0.93089, -1.34254], [-0.85292, 0.59571, -1.98120], [2.47032, -1.64380, -0.11961], [1.77883, -1.39865, 2.17163], [-1.67091, 0.57120, 1.05678], [-0.69686, 0.24546, 2.54177], [-0.44831, 1.51105, 1.23365], [-1.87904, -0.45767, -1.56388], [-0.81643, 0.87200, -3.35581], [-0.92804, 1.87466, -1.28421]],
  "atomic_forces_ev_per_a": [[-1.8717, 0.5355, -2.6775], [2.5120, 0.5163, -3.4493], [-0.0453, -0.7323, 3.7888], [-0.3546, -0.7700, -2.9874], [1.1706, -0.3834, -0.0206], [-0.2229, -1.5084, 2.6074], [-1.8914, 1.0811, 0.0660], [0.0627, -0.0256, 1.2109], [0.0240, -1.2333, 0.5039], [-0.3410, 0.2992, 1.9928], [1.1195, 0.9541, 0.8385], [-0.0723, 0.9862, -0.5204], [0.3546, -0.0606, -1.5243], [-0.4442, 0.3413, 0.1713]],
  "nbo_charge": [-0.422, -0.021, -0.126, -0.667, -0.579, 0.860, 0.485, 0.233, 0.226, 0.227, 0.235, -0.138, -0.148, -0.166]
}